[1]
The following is a DFT calculation (ωB97M-V with the def2-TZVPD basis set) of a 3-piece molecular cluster, C4H11NO2 overall.

CARTESIAN COORDINATES (ANGSTROEM)
C -2.05 1.84 -2.00
C -1.11 0.70 -1.72
C -0.01 0.58 -0.96
N 0.56 -0.72 -0.80
C 1.78 -0.84 -0.25
H -1.89 2.10 -3.05
H -1.84 2.67 -1.23
H -3.05 1.51 -1.84
H -1.04 -0.09 -2.53
H 0.06 1.54 -0.40
H 2.45 0.01 0.00
H 2.27 -1.78 -0.28
H -0.51 -1.93 1.49
H 0.61 -3.03 1.74
O -0.21 -2.67 2.09
H 1.19 -0.67 3.60
H 1.02 0.65 2.82
O 1.77 0.12 3.31

Calculated values
**Structure (SMILES)**: C=N/C=C/C.O.O
**LUMO level**: 0.25 eV
**Spin multiplicity**: 1
**E_tot**: -9908.816 eV
**Frontier orbital gap**: 9.37 eV
**Net charge**: 0
**Relative energy (zero: lowest compared OMol25 entry of this formula, charge and spin)**: 79.01 kcal/mol

Formally, the Löwdin partial charges of the atoms, in units of the elementary charge, are as follows: number 1, C, carries -0.10; number 2, C, carries -0.19; number 3, C, carries -0.23; number 4, N, carries -0.02; number 5, C, carries -0.01; number 6, H, carries 0.08; number 7, H, carries 0.10; number 8, H, carries 0.06; number 9, H, carries 0.12; number 10, H, carries 0.11; number 11, H, carries 0.08; number 12, H, carries 0.04; number 13, H, carries 0.04; number 14, H, carries 0.02; number 15, O, carries -0.09; number 16, H, carries 0.06; number 17, H, carries 0.08; number 18, O, carries -0.15

***

[2]
The following is a DFT calculation (ωB97M-V with the def2-TZVPD basis set) of a 2-piece molecular cluster, C4H11NO2 overall.

CARTESIAN COORDINATES (ANGSTROEM)
C -1.87 1.69 -0.66
C -1.76 0.82 -1.80
C -0.13 -1.02 -2.65
C 1.76 -0.73 3.43
H -0.82 1.44 -0.26
H -2.53 1.29 0.20
H -1.99 3.00 -0.55
H 0.08 0.20 -0.86
H -0.90 -1.82 -2.64
H -0.09 -0.69 -3.58
H 0.84 -1.46 -2.21
H 3.46 -0.25 2.70
H 0.71 -0.99 3.11
H 1.93 -1.72 3.75
H 1.59 0.07 4.17
N -0.40 0.25 -1.74
O -2.55 0.38 -2.77
O 2.67 -0.46 2.35

Calculated values
**Structure (SMILES)**: CNC(C)=O.CO
**LUMO level**: 0.55 eV
**Spin multiplicity**: 1
**E_tot**: -9907.920 eV
**Frontier orbital gap**: 10.15 eV
**Net charge**: 0
**Relative energy (zero: lowest compared OMol25 entry of this formula, charge and spin)**: 99.67 kcal/mol

Formally, the Löwdin partial charges of the atoms, in units of the elementary charge, are as follows: number 1, C, carries -0.07; number 2, C, carries -0.45; number 3, C, carries -0.04; number 4, C, carries -0.16; number 5, H, carries 0.07; number 6, H, carries 0.10; number 7, H, carries 0.18; number 8, H, carries 0.08; number 9, H, carries 0.08; number 10, H, carries 0.01; number 11, H, carries 0.10; number 12, H, carries 0.00; number 13, H, carries 0.09; number 14, H, carries 0.06; number 15, H, carries 0.09; number 16, N, carries -0.02; number 17, O, carries -0.04; number 18, O, carries -0.08

***

[3]
The following is a DFT calculation (ωB97M-V with the def2-TZVPD basis set) of C4H11NO2 as an isolated structure.

CARTESIAN COORDINATES (ANGSTROEM)
C -0.76 -1.71 -0.11
C 0.41 -2.06 0.65
N -1.53 0.58 0.85
O -0.89 0.06 -0.32
H -1.90 1.48 0.56
H -0.77 0.76 1.51
H -0.77 -1.93 -1.17
H -1.74 -1.82 0.36
H 0.22 -2.68 1.52
H 0.88 -0.95 1.00
H 1.24 -2.43 0.05
C 0.64 2.11 -0.92
C 0.78 0.71 -0.40
O 1.24 0.50 0.78
H 1.09 0.00 -1.20
H 1.62 2.45 -1.28
H -0.06 2.14 -1.75
H 0.30 2.78 -0.13

Calculated values
**LUMO level**: 1.01 eV
**Spin multiplicity**: 1
**E_tot**: -9907.088 eV
**Frontier orbital gap**: 9.61 eV
**Net charge**: 0
**Relative energy (zero: lowest compared OMol25 entry of this formula, charge and spin)**: 118.85 kcal/mol

Formally, the Löwdin partial charges of the atoms, in units of the elementary charge, are as follows: number 1, C, carries -0.05; number 2, C, carries -0.13; number 3, N, carries 0.05; number 4, O, carries -0.28; number 5, H, carries 0.09; number 6, H, carries 0.08; number 7, H, carries 0.10; number 8, H, carries 0.10; number 9, H, carries 0.08; number 10, H, carries 0.11; number 11, H, carries 0.08; number 12, C, carries -0.04; number 13, C, carries -0.44; number 14, O, carries -0.14; number 15, H, carries 0.14; number 16, H, carries 0.09; number 17, H, carries 0.08; number 18, H, carries 0.08

***

[4]
The following is a DFT calculation (ωB97M-V with the def2-TZVPD basis set) of a single C4H11NO2 molecule.

CARTESIAN COORDINATES (ANGSTROEM)
C 1.25 0.64 0.40
O 2.40 0.32 1.13
C 0.27 -0.58 0.52
C -0.94 -0.17 -0.35
C -1.55 1.18 0.08
O -0.36 -0.17 -1.72
N 0.71 -1.93 0.16
H 0.88 1.57 0.79
H 1.33 0.85 -0.70
H 3.09 0.09 0.57
H -0.09 -0.55 1.54
H -1.67 -0.94 -0.10
H -2.40 1.33 -0.60
H -1.93 1.07 1.11
H -0.78 1.97 0.04
H -1.15 -0.28 -2.29
H -0.15 -2.46 0.21
H 1.10 -1.94 -0.78

Calculated values
**Structure (SMILES)**: C[C@@H](O)[C@@H](N)CO
**LUMO level**: 0.73 eV
**Spin multiplicity**: 1
**E_tot**: -9910.257 eV
**Frontier orbital gap**: 9.85 eV
**Net charge**: 0
**Relative energy (zero: lowest compared OMol25 entry of this formula, charge and spin)**: 45.78 kcal/mol

Formally, the Löwdin partial charges of the atoms, in units of the elementary charge, are as follows: number 1, C, carries -0.23; number 2, O, carries -0.02; number 3, C, carries -0.35; number 4, C, carries -0.38; number 5, C, carries -0.05; number 6, O, carries -0.07; number 7, N, carries 0.06; number 8, H, carries 0.10; number 9, H, carries 0.14; number 10, H, carries 0.05; number 11, H, carries 0.14; number 12, H, carries 0.13; number 13, H, carries 0.08; number 14, H, carries 0.09; number 15, H, carries 0.07; number 16, H, carries 0.09; number 17, H, carries 0.07; number 18, H, carries 0.08

***

[5]
The following is a DFT calculation (ωB97M-V with the def2-TZVPD basis set) of a single C4H11NO2 molecule.

CARTESIAN COORDINATES (ANGSTROEM)
C 0.04 -0.67 -1.62
C -0.70 -0.55 -0.28
C -1.20 0.78 0.17
C -0.05 -1.35 0.75
H 2.25 -0.25 -1.68
H 1.35 1.30 -1.19
H -0.59 -0.11 -2.22
H 0.17 -1.63 -1.85
H -1.89 -0.83 -0.40
H -1.84 0.31 0.86
H -1.99 1.41 -0.52
H 0.21 1.49 1.11
H -0.69 -1.98 1.69
H 0.68 -2.00 0.08
H 1.50 -0.24 0.78
N 1.35 0.10 -1.13
O -0.42 1.85 0.58
O 0.77 -0.28 1.56

Calculated values
**Structure (SMILES)**: NCC(CO)CO
**LUMO level**: 0.67 eV
**Spin multiplicity**: 1
**E_tot**: -9906.405 eV
**Frontier orbital gap**: 10.21 eV
**Net charge**: 0
**Relative energy (zero: lowest compared OMol25 entry of this formula, charge and spin)**: 134.59 kcal/mol

Formally, the Löwdin partial charges of the atoms, in units of the elementary charge, are as follows: number 1, C, carries -0.14; number 2, C, carries -0.43; number 3, C, carries -0.30; number 4, C, carries -0.16; number 5, H, carries 0.10; number 6, H, carries 0.19; number 7, H, carries 0.08; number 8, H, carries 0.06; number 9, H, carries 0.18; number 10, H, carries 0.08; number 11, H, carries 0.18; number 12, H, carries 0.00; number 13, H, carries 0.19; number 14, H, carries 0.13; number 15, H, carries 0.11; number 16, N, carries -0.05; number 17, O, carries -0.03; number 18, O, carries -0.20

***

[6]
The following is a DFT calculation (ωB97M-V with the def2-TZVPD basis set) of a 2-piece molecular cluster, C4H11NO2 overall.

CARTESIAN COORDINATES (ANGSTROEM)
C -0.24 0.77 1.28
C -1.09 1.93 0.84
O -2.13 2.25 1.32
O -0.58 2.52 -0.32
H -0.96 0.22 1.99
H 0.73 1.09 1.66
H -0.20 0.03 0.51
C 1.28 -2.06 -1.48
C 1.86 -1.53 -0.17
N 0.21 -3.00 -1.13
H 0.91 -1.31 -2.17
H 2.27 -2.40 -1.95
H 1.42 -1.95 0.77
H 1.71 -0.45 0.02
H -0.52 -3.13 -1.82
H 0.58 -3.95 -1.07
H 0.12 1.92 -0.61
H 2.93 -1.79 -0.08

Calculated values
**Structure (SMILES)**: CC(=O)O.CCN
**LUMO level**: 0.54 eV
**Spin multiplicity**: 1
**E_tot**: -9910.633 eV
**Frontier orbital gap**: 10.28 eV
**Net charge**: 0
**Relative energy (zero: lowest compared OMol25 entry of this formula, charge and spin)**: 37.10 kcal/mol

Formally, the Löwdin partial charges of the atoms, in units of the elementary charge, are as follows: number 1, C, carries -0.01; number 2, C, carries -0.55; number 3, O, carries 0.12; number 4, O, carries 0.07; number 5, H, carries 0.13; number 6, H, carries 0.10; number 7, H, carries 0.05; number 8, C, carries -0.34; number 9, C, carries -0.14; number 10, N, carries -0.02; number 11, H, carries 0.09; number 12, H, carries 0.11; number 13, H, carries 0.08; number 14, H, carries 0.03; number 15, H, carries 0.06; number 16, H, carries 0.07; number 17, H, carries 0.09; number 18, H, carries 0.07

***

Q: What is the LUMO level in the fifth record?
A: 0.67 eV

***

Q: Which of these has the lowest E_tot?
A: number 6

***

Q: Look up the net charge of the third one.
A: 0

***

Q: Which of these has the highest relative energy (zero: lowest compared OMol25 entry of this formula, charge and spin)?
A: number 5